[1]
DFT (the ωB97M-V functional and the def2-TZVPD basis) results for C3H4N2OS2 in the gas phase in a non-equilibrium geometry.

Summary:
Calculated total energy (a.u.): -1097.7388
SMILES string: [H]/N=C1\NOCSC1=S
Kohn-Sham gap (eV): 8.226
E_LUMO (eV): -0.76
Charge: 0
ΔE to the lowest compared entry with this formula, charge and spin (kJ/mol): 303.8

Element x y z (Å)
1 C 0.7536 -0.8201 -0.1200
2 C -1.1235 1.3046 0.1403
3 C 0.5922 -0.4660 1.3203
4 H 0.7374 -2.2066 -1.5268
5 H 0.0384 0.0044 -1.7791
6 H -1.5411 2.3233 0.2459
7 H -1.8536 0.7044 -0.3975
8 N 0.8680 -2.0368 -0.5124
9 N 0.6502 0.2493 -1.0304
10 O 0.1090 1.4930 -0.5611
11 S -0.7099 0.6043 1.7697
12 S 1.4792 -1.1539 2.4513

[2]
DFT (the ωB97M-V functional and the def2-TZVPD basis) results for C2H5NO2 in the gas phase in a non-equilibrium geometry.

Summary:
Calculated total energy (a.u.): -284.3089
SMILES string: O[C@@H]1CON1
Kohn-Sham gap (eV): 10.109
E_LUMO (eV): 0.85
Charge: 0
ΔE to the lowest compared entry with this formula, charge and spin (kJ/mol): 416.0

Element x y z (Å)
1 C 0.5640 0.9010 -0.1019
2 C -0.5230 -0.0979 0.3206
3 N 0.4032 -1.1407 0.0411
4 O 1.4458 -0.2137 -0.3706
5 O -1.7197 -0.1876 -0.3961
6 H 0.5746 1.4219 -1.1815
7 H 0.8726 1.6389 0.6713
8 H -0.8085 0.0283 1.2954
9 H 0.8906 -1.5912 0.9621
10 H -1.6997 -0.7591 -1.2402

[3]
DFT (the ωB97M-V functional and the def2-TZVPD basis) results for a 2-piece molecular cluster, C2H2N2O overall in a non-equilibrium geometry.

Summary:
Calculated total energy (a.u.): -262.0915
SMILES string: C#CO.N#N
Kohn-Sham gap (eV): 10.116
E_LUMO (eV): 0.55
Charge: 0
ΔE to the lowest compared entry with this formula, charge and spin (kJ/mol): 190.0

Element x y z (Å)
1 C -0.0075 0.7117 -0.7111
2 C -0.7345 0.7388 0.2904
3 N 1.3545 -2.3106 -0.4282
4 N 1.9634 -1.4267 -0.7090
5 O -1.3981 0.2849 1.3305
6 H 0.5390 0.9232 -1.5069
7 H -1.7168 1.0787 1.7343

[4]
DFT (the ωB97M-V functional and the def2-TZVPD basis) results for C24H23N3O4S2 in the gas phase in a non-equilibrium geometry.

Summary:
Calculated total energy (a.u.): -2189.9556
SMILES string: COc1ccccc1/C=C/C(=O)NC(=S)Nc1ccc(S(=O)(=O)N(C)c2ccccc2)cc1
Kohn-Sham gap (eV): 7.874
E_LUMO (eV): -0.71
Charge: 0
ΔE to the lowest compared entry with this formula, charge and spin (kJ/mol): 252.1

Element x y z (Å)
1 C 6.2043 2.6911 -1.0407
2 H 5.6805 1.9168 -1.6067
3 O 7.4022 2.2110 -0.4754
4 C 7.5491 0.9467 -0.0085
5 C 8.8855 0.6067 0.2321
6 C 9.2466 -0.6544 0.6459
7 C 8.2710 -1.6282 0.8164
8 C 6.9527 -1.3072 0.5917
9 C 6.5495 -0.0216 0.2003
10 C 5.1246 0.2364 0.0963
11 C 4.2068 -0.6392 -0.3456
12 C 2.7946 -0.2738 -0.3518
13 O 2.3739 0.8157 0.0203
14 N 1.9633 -1.2641 -0.8239
15 C 0.5823 -1.2480 -0.9730
16 N -0.0174 -0.0992 -0.6209
17 C -1.3442 0.3022 -0.6510
18 C -1.6192 1.5574 -0.0944
19 C -2.9094 2.0451 -0.0778
20 C -3.9274 1.2908 -0.6327
21 C -3.6725 0.0535 -1.1923
22 C -2.3837 -0.4468 -1.2045
23 H -2.1867 -1.4105 -1.6417
24 H -4.4863 -0.5048 -1.6262
25 S -5.6195 1.8511 -0.4944
26 O -6.3563 1.4373 -1.6466
27 O -5.6394 3.2366 -0.1306
28 N -6.1537 0.9799 0.8495
29 C -6.2441 -0.4115 0.6692
30 C -5.4488 -1.3098 1.3760
31 C -5.5731 -2.6704 1.1560
32 C -6.4813 -3.1515 0.2302
33 C -7.2781 -2.2600 -0.4705
34 C -7.1705 -0.9002 -0.2496
35 H -7.7823 -0.2006 -0.7934
36 H -7.9956 -2.6268 -1.1892
37 H -6.5704 -4.2135 0.0583
38 H -4.9481 -3.3561 1.7091
39 H -4.7279 -0.9537 2.0956
40 C -5.6233 1.4920 2.0911
41 H -5.7984 2.5655 2.0861
42 H -6.1590 1.0375 2.9234
43 H -4.5478 1.3112 2.2054
44 H -3.1451 3.0100 0.3426
45 H -0.8111 2.1398 0.3243
46 H 0.6457 0.6020 -0.2592
47 S -0.0993 -2.6378 -1.5403
48 H 2.3772 -2.1450 -1.1039
49 H 4.4804 -1.6094 -0.7320
50 H 4.7506 1.1865 0.4524
51 H 6.1867 -2.0474 0.7667
52 H 8.5406 -2.6233 1.1339
53 H 10.2850 -0.8843 0.8280
54 H 9.6251 1.3755 0.0731
55 H 5.5387 3.1075 -0.2800
56 H 6.5027 3.4933 -1.7175

[5]
DFT (the ωB97M-V functional and the def2-TZVPD basis) results for C7H8O4 in the gas phase in a non-equilibrium geometry.

Summary:
Calculated total energy (a.u.): -572.4176
SMILES string: C=C1C(=O)OC[C@@H]1OC(C)=O
Kohn-Sham gap (eV): 10.611
E_LUMO (eV): 0.39
Charge: 0
ΔE to the lowest compared entry with this formula, charge and spin (kJ/mol): 222.0

Element x y z (Å)
1 C 2.9449 0.5040 0.6347
2 C 1.9327 -0.3044 -0.0342
3 C -0.3653 -0.2645 -0.6715
4 C -0.6652 -1.6256 -0.0186
5 C -2.6271 -0.4453 0.1196
6 C -1.6101 0.6160 -0.2135
7 C -1.7782 1.8592 -0.2574
8 H 3.4655 1.4649 -0.0120
9 H 2.6652 0.7789 1.5379
10 H 3.9019 0.0160 0.7593
11 H -0.4457 -0.5627 -1.7665
12 H -0.1962 -1.4872 1.1050
13 H -0.4406 -2.4031 -0.6734
14 H -0.9312 2.6630 -0.4523
15 H -2.7701 2.1240 -0.0582
16 O 1.9962 -1.4645 -0.3746
17 O 0.8187 0.3908 -0.2195
18 O -2.0777 -1.6273 0.1948
19 O -3.8177 -0.2323 0.4005

[6]
DFT (the ωB97M-V functional and the def2-TZVPD basis) results for a 3-piece molecular cluster, C12H15BF17O2S overall in a non-equilibrium geometry.

Summary:
Calculated total energy (a.u.): -2737.5618
Kohn-Sham gap (eV): 5.738
E_LUMO (eV): 1.82
Charge: -1

Element x y z (Å)
1 C 4.8795 2.4833 -4.3472
2 C 4.6028 1.0316 -4.0220
3 F 3.9976 0.9780 -2.7417
4 B 5.9501 0.0742 -4.1261
5 S 5.5747 -1.4278 -5.3342
6 H 4.5240 2.6831 -5.3368
7 H 4.4359 3.1385 -3.6238
8 H 5.9240 2.6710 -4.3325
9 H 3.8613 0.6713 -4.6959
10 H 6.8713 0.6819 -4.6364
11 H 6.2293 -0.3915 -3.0430
12 H 5.1122 -0.7613 -6.3950
13 C 1.5501 1.7687 -0.8318
14 C 1.4963 1.0374 0.5202
15 C 0.2110 0.2891 0.8702
16 F -0.8518 1.1180 0.9581
17 F 0.3584 -0.3037 2.0939
18 F 1.8039 1.8987 1.5194
19 F 2.4657 0.0923 0.4927
20 O 1.2988 3.1687 -0.8148
21 C 0.0382 3.6665 -0.8774
22 C -0.3011 4.4510 0.3882
23 F -0.2218 3.6637 1.4773
24 F -1.5717 4.9161 0.2962
25 F -0.8786 2.7160 -1.1311
26 F -0.0025 4.5467 -1.9012
27 H 2.5846 1.6916 -1.1645
28 H 0.9641 1.2623 -1.5955
29 H -0.0016 -0.4888 0.1331
30 H 0.3855 5.2908 0.5043
31 C -5.1239 -2.3956 3.5227
32 C -5.4116 -2.9300 2.1086
33 C -5.1415 -4.4119 1.8409
34 F -3.8393 -4.7137 2.0014
35 F -5.4814 -4.6904 0.5590
36 F -4.7668 -2.1746 1.2003
37 F -6.7503 -2.7602 1.9037
38 O -3.9043 -1.7186 3.7287
39 C -2.7609 -2.4039 4.0383
40 C -1.7031 -2.2254 2.9530
41 F -2.1608 -2.6820 1.7659
42 F -0.6061 -2.9376 3.2836
43 F -3.0156 -3.7022 4.2914
44 F -2.2697 -1.8667 5.1711
45 H -5.8770 -1.6295 3.6893
46 H -5.2937 -3.1564 4.2832
47 H -5.7434 -5.0391 2.5052
48 H -1.4409 -1.1797 2.8510